Entry 1:
Molecular formula: C10H22BEuFGaO2
Method: DFT, wB97M-V/def2-TZVPD

CARTESIAN COORDINATES (ANGSTROEM)
1 C -0.49 0.19 4.24
2 C -0.95 0.49 2.71
3 C -0.95 -0.88 1.89
4 C -1.17 -0.73 0.31
5 C -2.42 0.24 -0.07
6 Ga 0.55 -0.27 -0.76
7 C 1.65 -1.98 -1.07
8 C 2.95 -1.56 -1.88
9 O 4.09 -1.58 -1.34
10 C -0.01 0.53 -2.61
11 C -0.98 -0.48 -3.42
12 F -1.19 -1.71 -2.70
13 B 1.79 1.14 0.16
14 C 2.21 2.44 -0.71
15 O 2.27 1.03 1.52
16 H -0.48 -0.93 4.45
17 H 0.52 0.69 4.45
18 H -1.22 0.69 4.98
19 H -2.03 0.89 2.80
20 H -0.35 1.34 2.24
21 H -0.03 -1.53 2.13
22 H -1.85 -1.49 2.29
23 H -1.49 -1.77 -0.07
24 H -2.50 1.16 0.60
25 H -2.41 0.48 -1.18
26 H -3.37 -0.42 0.15
27 H 1.93 -2.50 -0.10
28 H 1.04 -2.66 -1.75
29 H 2.92 -1.20 -2.96
30 H -0.60 1.49 -2.38
31 H 0.92 0.79 -3.22
32 H -1.99 0.01 -3.58
33 H -0.43 -0.73 -4.38
34 H 2.22 3.37 -0.04
35 H 1.47 2.67 -1.55
36 H 3.24 2.36 -1.19
37 H 2.39 0.06 1.67
38 Eu -5.25 0.35 0.38

As for the HOMO energy (spin up / spin down): -0.50412 / -0.50011 Ha. Its spin multiplicity is 7. The HOMO-LUMO gap (spin up / spin down) is 3.897 / 3.940 eV. Its LUMO energy (spin up / spin down) is -9.8 / -9.7 eV. Its net charge is +2. As for the expectation value of S²: 12.01. The value obtained for the energy is -3303.6163 Eh.

---

Entry 2:
Molecular formula: C9H12NOP
Method: DFT, wB97M-V/def2-TZVPD

CARTESIAN COORDINATES (ANGSTROEM)
1 C -0.69 -0.17 -2.59
2 C -0.78 1.14 -2.19
3 C 0.56 -0.90 -2.52
4 C 0.38 1.87 -1.95
5 C 1.64 -0.15 -2.11
6 C 1.64 1.19 -1.85
7 C 0.11 -0.24 3.00
8 C 0.49 -0.71 1.66
9 C -1.30 0.42 2.73
10 N -0.08 -0.34 0.54
11 O -2.39 1.02 0.29
12 P -1.11 1.20 1.00
13 H -1.61 -0.66 -2.78
14 H -1.70 1.54 -2.31
15 H 0.57 -2.02 -2.70
16 H 0.39 2.82 -1.61
17 H 2.58 -0.72 -2.05
18 H 0.14 -1.03 3.64
19 H 0.73 0.48 3.45
20 H 2.53 1.87 -1.78
21 H 1.44 -1.40 1.63
22 H -2.24 -0.08 2.95
23 H -1.39 1.30 3.45
24 H 0.50 -0.49 -0.33

As for the HOMO energy (spin up / spin down): -0.27011 / -0.27012 Ha. As for the relative energy (zero: lowest compared OMol25 entry of this formula, charge and spin): 155.0 kJ/mol. The HOMO-LUMO gap (spin up / spin down) is 7.478 / 7.478 eV. Its LUMO energy (spin up / spin down) is 0.1 / 0.1 eV. Its net charge is 0. The value obtained for the energy is -821.4193 Eh.

---

Entry 3:
Molecular formula: C31H32N3O2
Method: DFT, wB97M-V/def2-TZVPD

CARTESIAN COORDINATES (ANGSTROEM)
1 O 3.66 -2.12 -0.94
2 C 4.20 -1.09 -1.32
3 C 5.58 -0.89 -1.86
4 C 5.73 0.44 -2.22
5 C 6.93 0.92 -2.72
6 C 7.99 0.01 -2.88
7 C 7.83 -1.34 -2.53
8 C 6.62 -1.81 -2.00
9 C 4.46 1.16 -1.94
10 O 4.18 2.34 -2.14
11 N 3.60 0.19 -1.40
12 C 2.26 0.49 -0.87
13 C 1.22 0.32 -1.98
14 C -0.27 0.66 -1.74
15 C -1.03 -0.30 -2.69
16 C -0.04 -1.45 -2.99
17 N 1.17 -1.07 -2.30
18 H 7.02 1.97 -2.98
19 H 8.94 0.35 -3.28
20 H 8.66 -2.03 -2.67
21 H 6.47 -2.84 -1.69
22 H 2.05 -0.23 -0.08
23 H 2.27 1.50 -0.45
24 H 1.56 0.92 -2.85
25 H -0.55 0.43 -0.70
26 H -0.52 1.72 -1.91
27 H -1.95 -0.69 -2.23
28 H -1.31 0.19 -3.63
29 H -0.44 -2.41 -2.63
30 H 0.16 -1.54 -4.07
31 H 2.03 -1.49 -2.63
32 C 0.75 2.01 2.16
33 C -0.70 1.99 1.91
34 N -1.43 3.13 1.79
35 C -0.86 4.47 1.82
36 C -2.79 2.84 1.60
37 C -2.92 1.43 1.57
38 C -4.16 0.87 1.33
39 C -5.26 1.72 1.16
40 C -5.12 3.12 1.21
41 C -3.86 3.70 1.44
42 C -1.58 0.86 1.76
43 C -1.19 -0.49 1.69
44 C -2.06 -1.61 1.90
45 C -3.14 -1.59 2.82
46 C -4.03 -2.65 2.90
47 C -3.91 -3.76 2.06
48 C -4.97 -4.82 2.03
49 C -2.78 -3.84 1.23
50 C -1.84 -2.82 1.19
51 H 1.07 0.98 2.35
52 H 1.31 2.40 1.30
53 H 1.01 2.61 3.05
54 H -1.67 5.19 1.67
55 H -0.36 4.67 2.77
56 H -0.13 4.59 1.01
57 H -4.28 -0.21 1.29
58 H -6.24 1.29 0.99
59 H -5.99 3.75 1.07
60 H -3.72 4.78 1.47
61 H -0.14 -0.69 1.48
62 H -3.27 -0.72 3.46
63 H -4.86 -2.61 3.61
64 H -4.68 -5.62 1.34
65 H -5.14 -5.25 3.02
66 H -5.93 -4.40 1.69
67 H -2.65 -4.73 0.60
68 H -0.94 -2.91 0.58

As for the HOMO energy: -0.38340 Ha. As for the relative energy (zero: lowest compared OMol25 entry of this formula, charge and spin): 2.9 kJ/mol. The HOMO-LUMO gap is 5.718 eV. Its LUMO energy is -4.7 eV. Its net charge is +1. The value obtained for the energy is -1515.0532 Eh.

---

Entry 4:
Molecular formula: C16H36BrN2O9P2
Method: DFT, wB97M-V/def2-TZVPD

CARTESIAN COORDINATES (ANGSTROEM)
1 C 4.25 3.11 4.66
2 C 4.27 4.67 5.00
3 Br 4.55 4.90 6.96
4 C 3.00 5.49 4.44
5 N 1.74 5.21 5.15
6 N 1.05 4.15 4.56
7 C 0.75 3.31 5.52
8 O 0.96 2.42 6.39
9 H 4.06 2.98 3.54
10 H 3.57 2.49 5.32
11 H 5.33 2.72 4.85
12 H 5.20 5.11 4.48
13 H 3.24 6.60 4.63
14 H 2.93 5.37 3.30
15 O -4.46 -0.95 2.31
16 P -3.39 0.15 2.23
17 O -4.15 1.10 1.10
18 C -5.27 1.87 1.52
19 C -4.83 3.09 2.31
20 O -2.35 -0.64 1.21
21 C -2.30 -2.06 1.19
22 C -3.12 -2.59 0.02
23 O -2.18 1.36 2.31
24 C -1.53 1.48 3.59
25 C -0.73 0.24 3.94
26 H -5.96 1.25 2.11
27 H -5.80 2.19 0.62
28 H -4.39 2.80 3.27
29 H -5.68 3.75 2.51
30 H -4.07 3.65 1.77
31 H -2.63 -2.49 2.14
32 H -1.26 -2.35 1.05
33 H -4.15 -2.25 0.06
34 H -3.12 -3.68 0.01
35 H -2.71 -2.23 -0.93
36 H -2.29 1.69 4.36
37 H -0.87 2.35 3.54
38 H -1.39 -0.62 4.08
39 H -0.17 0.40 4.87
40 H -0.03 -0.01 3.14
41 O 0.00 -3.09 -3.47
42 P 1.11 -2.81 -4.49
43 O 2.35 -2.67 -3.40
44 C 2.86 -3.86 -2.82
45 C 3.74 -4.62 -3.80
46 O 0.79 -1.19 -4.69
47 C -0.53 -0.68 -4.49
48 C -0.65 -0.06 -3.11
49 O 2.27 -2.59 -5.74
50 C 1.97 -3.25 -6.97
51 C 0.73 -2.67 -7.63
52 H 2.04 -4.49 -2.46
53 H 3.45 -3.56 -1.95
54 H 3.14 -5.02 -4.62
55 H 4.23 -5.46 -3.30
56 H 4.50 -3.96 -4.23
57 H -1.28 -1.45 -4.66
58 H -0.69 0.09 -5.25
59 H -0.40 -0.78 -2.33
60 H -1.66 0.31 -2.94
61 H 0.05 0.77 -3.01
62 H 1.84 -4.32 -6.78
63 H 2.83 -3.12 -7.62
64 H -0.16 -2.86 -7.02
65 H 0.57 -3.12 -8.61
66 H 0.82 -1.59 -7.74

As for the HOMO energy: -0.08267 Ha. The HOMO-LUMO gap is 2.003 eV. Its LUMO energy is -0.2 eV. Its net charge is -1. The value obtained for the energy is -4674.4995 Eh.

---

Entry 5:
Molecular formula: C24H37BF4KN5OSSi
Method: DFT, wB97M-V/def2-TZVPD

CARTESIAN COORDINATES (ANGSTROEM)
1 K 1.39 0.22 0.79
2 C -4.91 5.07 -2.06
3 Si -3.06 5.33 -1.82
4 C -2.12 4.90 -3.39
5 C -2.84 7.19 -1.57
6 C -2.33 4.49 -0.32
7 C -1.64 5.21 0.64
8 C -1.06 4.58 1.75
9 C -1.19 3.21 1.82
10 N -1.82 2.48 0.90
11 C -2.40 3.07 -0.16
12 S -3.25 2.08 -1.29
13 H -5.31 5.87 -2.69
14 H -5.43 5.09 -1.11
15 H -5.10 4.10 -2.53
16 H -2.51 5.45 -4.24
17 H -2.20 3.83 -3.59
18 H -1.06 5.14 -3.27
19 H -3.30 7.73 -2.41
20 H -1.79 7.49 -1.53
21 H -3.33 7.54 -0.65
22 H -1.55 6.29 0.55
23 H -0.51 5.13 2.50
24 H -0.76 2.65 2.65
25 C -3.19 -2.77 2.66
26 N -2.02 -1.98 2.89
27 C -0.96 -2.35 3.79
28 C 0.02 -1.17 3.63
29 O 1.09 -1.09 4.20
30 N -0.51 -0.29 2.73
31 C -1.69 -0.78 2.33
32 N -2.46 -0.14 1.48
33 H -3.63 -3.09 3.60
34 H -2.97 -3.66 2.05
35 H -3.94 -2.18 2.13
36 H -0.46 -3.28 3.50
37 H -1.31 -2.44 4.83
38 H -2.19 0.83 1.17
39 H -3.27 -0.57 1.06
40 C 5.13 -2.16 1.90
41 C 4.29 -2.82 0.84
42 C 4.80 -3.90 0.10
43 C 3.99 -4.46 -0.88
44 C 4.50 -5.63 -1.70
45 C 2.72 -3.98 -1.14
46 C 2.14 -2.88 -0.43
47 C 3.03 -2.36 0.58
48 N 0.94 -2.29 -0.53
49 C -0.06 -2.80 -1.46
50 C -1.31 -1.94 -1.24
51 C -0.48 -4.25 -1.15
52 C 0.34 -2.64 -2.93
53 H 5.98 -2.78 2.17
54 H 4.54 -1.96 2.80
55 H 5.51 -1.19 1.55
56 H 5.79 -4.28 0.29
57 H 5.54 -5.87 -1.44
58 H 4.46 -5.41 -2.77
59 H 3.90 -6.53 -1.53
60 H 2.16 -4.46 -1.93
61 H 2.65 -1.57 1.20
62 H -1.62 -2.02 -0.19
63 H -2.14 -2.26 -1.88
64 H -1.12 -0.88 -1.44
65 H -0.81 -4.31 -0.12
66 H 0.34 -4.96 -1.28
67 H -1.31 -4.56 -1.80
68 H 0.63 -1.60 -3.12
69 H -0.50 -2.88 -3.59
70 H 1.18 -3.27 -3.21
71 F 4.45 4.10 0.50
72 B 4.10 2.75 0.66
73 F 4.72 1.96 -0.31
74 F 4.45 2.31 1.95
75 F 2.68 2.61 0.52

As for the HOMO energy: -0.04770 Ha. As for the relative energy (zero: lowest compared OMol25 entry of this formula, charge and spin): 97.1 kJ/mol. The HOMO-LUMO gap is 5.225 eV. Its LUMO energy is 3.9 eV. Its net charge is -2. The value obtained for the energy is -2998.1257 Eh.

---

Entry 6:
Molecular formula: C30H71BInN10O12
Method: DFT, wB97M-V/def2-TZVPD

CARTESIAN COORDINATES (ANGSTROEM)
1 C 9.10 -2.32 -4.31
2 C 8.88 -1.49 -5.54
3 O 8.11 -0.32 -5.30
4 B 6.78 -0.46 -4.98
5 O 6.27 0.62 -4.26
6 In 5.45 -2.27 -5.54
7 O 3.99 -2.49 -3.95
8 C 4.07 -3.57 -3.32
9 N 4.16 -4.57 -2.74
10 H 9.65 -1.75 -3.58
11 H 8.17 -2.70 -3.91
12 H 9.69 -3.18 -4.60
13 H 8.47 -2.07 -6.35
14 H 9.85 -1.14 -5.88
15 H 6.84 0.77 -3.50
16 H 4.63 -2.02 -7.09
17 H 6.43 -3.74 -5.66
18 C 2.92 -2.69 1.22
19 O 3.05 -1.94 2.18
20 N 1.87 -3.49 1.02
21 C 1.75 -4.31 -0.18
22 C 0.81 -3.51 2.01
23 H 3.65 -2.74 0.40
24 H 0.86 -4.02 -0.74
25 H 1.67 -5.36 0.09
26 H 2.62 -4.18 -0.82
27 H 0.38 -2.52 2.13
28 H 1.20 -3.83 2.98
29 H 0.04 -4.20 1.68
30 C 0.63 -0.12 -0.07
31 O -0.52 -0.29 -0.44
32 N 1.54 0.61 -0.73
33 C 2.90 0.77 -0.23
34 C 1.16 1.25 -1.97
35 H 1.02 -0.55 0.86
36 H 3.12 1.82 -0.04
37 H 3.62 0.37 -0.95
38 H 3.01 0.22 0.70
39 H 0.33 1.94 -1.81
40 H 0.84 0.50 -2.70
41 H 2.02 1.79 -2.37
42 C -0.36 -6.25 -2.15
43 O 0.48 -6.76 -1.44
44 N -1.65 -6.07 -1.81
45 C -2.59 -5.42 -2.70
46 C -2.09 -6.54 -0.51
47 H -0.11 -5.83 -3.14
48 H -2.98 -4.52 -2.22
49 H -3.43 -6.09 -2.92
50 H -2.10 -5.15 -3.63
51 H -1.52 -6.05 0.28
52 H -1.93 -7.62 -0.42
53 H -3.15 -6.33 -0.39
54 C -5.05 -3.53 -0.43
55 O -6.14 -3.91 -0.85
56 N -4.75 -2.26 -0.13
57 C -3.43 -1.88 0.35
58 C -5.77 -1.24 -0.32
59 H -4.22 -4.22 -0.26
60 H -3.51 -1.42 1.34
61 H -2.96 -1.17 -0.32
62 H -2.79 -2.76 0.43
63 H -6.64 -1.48 0.30
64 H -6.09 -1.22 -1.35
65 H -5.38 -0.27 -0.04
66 C 2.87 3.01 3.63
67 O 3.08 2.98 2.43
68 N 2.53 1.96 4.38
69 C 2.25 2.10 5.80
70 C 2.43 0.65 3.75
71 H 2.92 3.95 4.20
72 H 2.94 1.49 6.39
73 H 1.23 1.78 6.02
74 H 2.36 3.14 6.10
75 H 3.38 0.35 3.32
76 H 1.69 0.68 2.95
77 H 2.13 -0.09 4.49
78 C -8.48 1.05 -2.28
79 O -7.37 0.87 -1.82
80 N -9.49 0.16 -2.20
81 C -10.79 0.43 -2.77
82 C -9.25 -1.10 -1.52
83 H -8.76 1.98 -2.81
84 H -11.56 0.40 -2.00
85 H -11.03 -0.32 -3.53
86 H -10.79 1.41 -3.24
87 H -8.96 -0.93 -0.48
88 H -8.44 -1.65 -2.00
89 H -10.16 -1.70 -1.55
90 C -0.24 2.35 -6.62
91 O -1.20 3.07 -6.85
92 N -0.11 1.57 -5.54
93 C 1.05 0.74 -5.31
94 C -1.19 1.56 -4.56
95 H 0.63 2.29 -7.30
96 H 0.77 -0.31 -5.25
97 H 1.54 1.02 -4.38
98 H 1.76 0.86 -6.13
99 H -2.12 1.24 -5.03
100 H -1.34 2.56 -4.16
101 H -0.93 0.88 -3.76
102 C 1.97 6.85 6.19
103 O 0.89 7.07 6.71
104 N 2.22 6.96 4.87
105 C 3.52 6.67 4.31
106 C 1.14 7.39 4.00
107 H 2.84 6.51 6.77
108 H 3.93 7.56 3.82
109 H 3.45 5.87 3.57
110 H 4.20 6.36 5.10
111 H 0.78 8.38 4.30
112 H 0.31 6.70 4.05
113 H 1.51 7.44 2.98
114 C -0.94 3.07 7.88
115 O 0.21 3.46 7.90
116 N -1.83 3.38 6.92
117 C -3.20 2.90 6.96
118 C -1.40 4.20 5.80
119 H -1.35 2.40 8.66
120 H -3.42 2.29 6.08
121 H -3.89 3.74 6.99
122 H -3.35 2.30 7.85
123 H -0.58 3.71 5.28
124 H -1.04 5.17 6.15
125 H -2.23 4.35 5.12

As for the HOMO energy: -0.19131 Ha. The HOMO-LUMO gap is 6.888 eV. Its LUMO energy is 1.7 eV. Its net charge is -1. The value obtained for the energy is -2851.2246 Eh.

---

Entry 7:
Molecular formula: CH4Br2Si
Method: DFT, wB97M-V/def2-TZVPD

CARTESIAN COORDINATES (ANGSTROEM)
1 C -3.62 0.10 0.81
2 Si 0.29 -0.08 -0.07
3 Br -4.45 1.36 -0.20
4 Br -3.79 -1.65 0.03
5 H -1.27 -0.19 -0.30
6 H 0.77 1.19 0.17
7 H 0.82 -0.67 -1.30
8 H 0.94 -0.57 1.15

As for the HOMO energy: -0.34687 Ha. As for the relative energy (zero: lowest compared OMol25 entry of this formula, charge and spin): 624.6 kJ/mol. The HOMO-LUMO gap is 8.057 eV. Its LUMO energy is -1.4 eV. Its net charge is 0. The value obtained for the energy is -5477.8448 Eh.

---

Entry 8:
Molecular formula: C24H33BiCl2N4O3S
Method: DFT, wB97M-V/def2-TZVPD

CARTESIAN COORDINATES (ANGSTROEM)
1 O -1.69 0.29 -3.88
2 C -1.76 1.16 -4.74
3 C -1.05 1.09 -6.06
4 C -0.24 -0.03 -6.34
5 H -0.20 -0.86 -5.63
6 C 0.52 -0.06 -7.51
7 H 1.17 -0.91 -7.72
8 C 0.44 1.01 -8.43
9 H 1.05 0.99 -9.34
10 C -0.40 2.10 -8.17
11 H -0.47 2.92 -8.88
12 C -1.16 2.13 -6.99
13 H -1.84 2.95 -6.78
14 H -2.42 2.04 -4.61
15 C 1.71 2.84 -0.16
16 C 1.14 2.11 1.00
17 H 2.40 3.64 0.15
18 H 0.93 3.29 -0.80
19 H 2.29 2.14 -0.80
20 C 1.15 2.41 2.29
21 C 1.86 3.56 2.96
22 H 0.60 1.79 3.01
23 H 2.39 4.22 2.25
24 H 2.60 3.20 3.68
25 H 1.17 4.19 3.54
26 Bi 0.16 0.03 0.44
27 Cl 2.15 -1.06 -0.84
28 Cl -1.23 1.05 -1.34
29 H -1.22 -3.52 -2.59
30 H 0.38 -5.29 -1.79
31 C -0.81 -2.82 -1.86
32 C 0.77 -4.58 -1.05
33 N -0.25 -3.58 -0.75
34 H -1.59 -2.14 -1.50
35 C -0.59 -3.35 0.53
36 O -1.29 -2.37 0.91
37 H 1.02 -5.10 -0.13
38 H -0.20 -4.10 1.25
39 H -0.02 -2.23 -2.35
40 H 1.67 -4.10 -1.46
41 H -4.42 1.02 4.34
42 H -5.94 0.16 2.44
43 C -3.87 1.60 3.60
44 C -5.34 0.77 1.75
45 N -4.00 0.95 2.29
46 H -2.82 1.68 3.88
47 C -2.94 0.56 1.59
48 O -1.76 0.65 2.04
49 H -5.24 0.25 0.79
50 H -3.16 0.16 0.59
51 H -4.33 2.59 3.56
52 H -5.84 1.73 1.61
53 N -0.91 -1.88 3.70
54 C 0.39 -1.60 3.80
55 N 1.16 -1.05 2.87
56 C 2.47 -0.88 3.32
57 C 3.53 -0.30 2.60
58 C 4.76 -0.16 3.23
59 C 4.99 -0.64 4.53
60 C 3.94 -1.24 5.25
61 C 2.69 -1.33 4.64
62 S 1.20 -1.96 5.32
63 H -1.33 -2.35 4.49
64 H -1.33 -1.95 2.76
65 H 3.34 0.00 1.57
66 H 5.58 0.32 2.70
67 H 5.97 -0.55 4.99
68 H 4.07 -1.64 6.25

As for the HOMO energy: -0.26545 Ha. As for the relative energy (zero: lowest compared OMol25 entry of this formula, charge and spin): 0.0 kJ/mol. The HOMO-LUMO gap is 7.608 eV. Its LUMO energy is 0.4 eV. Its net charge is 0. The value obtained for the energy is -2912.3177 Eh.